1.
Here is one molecule with the formula C4H5FN2 from the OMol25 dataset. Energies are from wB97M-V/def2-TZVPD.

energy relative to the best compared isomer or geometry (same formula, charge and spin) = 469.4 kJ/mol
energy = -9921.9397 eV
E_HOMO = -8.345 eV
net charge = 0
molar mass = 100.10 Da
max |F| = 8.98 eV/A
orbital gap = 8.8048 eV
SMILES string = FN1C=NC=CC1

XYZ file:
```
12
Properties=species:S:1:pos:R:3:nbo_charge:R:1
F 0.319 0.010 2.853 -0.19
N 0.227 0.491 1.694 -0.03
C -0.877 1.140 1.293 0.24
N -1.163 1.501 0.100 -0.52
C -0.522 0.852 -0.975 0.01
C 0.226 -0.262 -0.861 -0.34
C 0.550 -0.822 0.464 -0.21
H -1.536 1.615 2.034 0.19
H -0.600 1.244 -1.995 0.20
H 0.650 -0.678 -1.853 0.23
H -0.095 -1.555 0.867 0.20
H 1.627 -0.981 0.673 0.23
```

2.
Here is one molecule with the formula C4H5FN2O from the OMol25 dataset. Energies are from wB97M-V/def2-TZVPD.

energy relative to the best compared isomer or geometry (same formula, charge and spin) = 77.9 kJ/mol
energy = -11973.2354 eV
E_HOMO = -7.817 eV
net charge = 0
molar mass = 116.09 Da
max |F| = 3.71 eV/A
orbital gap = 8.6506 eV
SMILES string = Cc1nc(N)oc1F

XYZ file:
```
13
Properties=species:S:1:pos:R:3:nbo_charge:R:1
C 0.463 -0.941 -1.979 -0.65
C 0.288 -0.390 -0.626 0.02
N -0.385 0.735 -0.303 -0.53
C -0.469 0.815 1.024 0.64
N -0.928 1.895 1.777 -0.84
O 0.047 -0.272 1.631 -0.43
C 0.512 -0.998 0.571 0.55
F 1.139 -2.132 0.867 -0.30
H 1.534 -0.685 -2.244 0.23
H 0.313 -2.007 -1.862 0.23
H -0.091 -0.390 -2.827 0.24
H -1.474 2.606 1.221 0.43
H -0.949 1.764 2.749 0.41
```

3.
Here is one molecule with the formula C4H5FO from the OMol25 dataset. Energies are from wB97M-V/def2-TZVPD.

energy relative to the best compared isomer or geometry (same formula, charge and spin) = 98.4 kJ/mol
energy = -8992.0102 eV
E_HOMO = -10.166 eV
net charge = 0
molar mass = 88.08 Da
max |F| = 4.70 eV/A
orbital gap = 9.8886 eV
SMILES string = C=C(F)C(C)=O

XYZ file:
```
11
Properties=species:S:1:pos:R:3:nbo_charge:R:1
C 0.019 -1.301 -1.059 -0.41
C 0.671 -0.947 0.080 0.30
F 1.329 -1.957 0.760 -0.32
C 0.463 0.341 0.651 0.46
C -0.582 1.288 0.158 -0.74
O 1.256 0.653 1.554 -0.50
H -0.519 -0.515 -1.501 0.21
H -0.134 -2.481 -1.160 0.24
H -1.624 0.993 0.210 0.24
H -0.294 1.859 -0.727 0.25
H -0.584 2.067 1.033 0.26
```

4.
Here is one molecule with the formula C4H5FO from the OMol25 dataset. Energies are from wB97M-V/def2-TZVPD.

energy relative to the best compared isomer or geometry (same formula, charge and spin) = 173.5 kJ/mol
energy = -8991.2313 eV
E_HOMO = -10.035 eV
net charge = 0
molar mass = 88.08 Da
max |F| = 4.69 eV/A
orbital gap = 10.7533 eV
SMILES string = CC#C[C@H](O)F

XYZ file:
```
11
Properties=species:S:1:pos:R:3:nbo_charge:R:1
C -2.247 -0.292 -0.088 -0.69
C -0.867 -0.261 0.235 0.00
C 0.291 -0.030 0.456 -0.10
C 1.880 0.192 0.424 0.46
O 2.376 0.934 -0.589 -0.68
F 2.276 -1.144 0.420 -0.37
H -2.980 0.255 0.613 0.24
H -2.208 0.264 -0.989 0.24
H -2.730 -1.173 -0.319 0.24
H 2.304 0.486 1.310 0.17
H 1.905 0.767 -1.471 0.49
```

5.
Here is one molecule with the formula C4H5FO3 from the OMol25 dataset. Energies are from wB97M-V/def2-TZVPD.

energy relative to the best compared isomer or geometry (same formula, charge and spin) = 153.5 kJ/mol
energy = -13086.5908 eV
E_HOMO = -9.647 eV
net charge = 0
molar mass = 120.08 Da
max |F| = 2.37 eV/A
orbital gap = 10.5215 eV
SMILES string = O=CO[C@@H]1[C@H](O)[C@H]1F

XYZ file:
```
13
Properties=species:S:1:pos:R:3:nbo_charge:R:1
O 1.641 0.351 0.904 -0.64
C 1.845 -0.610 0.169 0.66
O 0.899 -1.312 -0.481 -0.48
C -0.402 -0.713 -0.621 -0.01
C -0.722 0.834 -0.472 0.07
O 0.026 1.950 -0.312 -0.68
C -1.166 -0.159 0.563 0.12
F -2.421 -0.613 0.552 -0.34
H 2.914 -0.889 0.004 0.15
H -0.959 -1.406 -1.231 0.22
H -1.467 0.951 -1.208 0.20
H 0.591 1.877 0.515 0.51
H -0.780 -0.260 1.619 0.20
```

6.
Here is C4H5GaLiO3 as an isolated structure from the OMol25 dataset. Energies are from wB97M-V/def2-TZVPD.

energy = -62915.8210 eV
E_HOMO (alpha / beta) = -24.251 / -25.164 eV
net charge = +3
molar mass = 177.75 Da
max |F| = 7.07 eV/A
orbital gap (alpha / beta) = 6.8668 / 8.4651 eV

XYZ file:
```
14
Properties=species:S:1:pos:R:3:nbo_charge:R:1
Ga -0.121 2.465 -0.704 1.74
O -1.078 0.840 -0.236 -0.61
C -2.236 0.518 0.574 -0.28
H -2.960 0.000 -0.061 0.27
H -1.938 -0.156 1.383 0.24
H -2.605 1.477 0.945 0.27
C 2.232 -0.037 0.121 -0.04
C 1.248 0.239 -0.748 0.31
O 1.022 1.334 -1.470 -0.68
C -0.259 -0.168 -0.587 0.80
O -0.587 -1.315 -0.397 -0.60
Li -0.046 -3.037 0.032 0.99
H 2.075 -0.803 0.876 0.26
H 3.074 0.652 0.219 0.31
```

7.
Here is one molecule with the formula C4H5IN2 from the OMol25 dataset. Energies are from wB97M-V/def2-TZVPD.

energy relative to the best compared isomer or geometry (same formula, charge and spin) = 374.5 kJ/mol
energy = -15305.6636 eV
E_HOMO = -9.099 eV
net charge = 0
molar mass = 208.00 Da
max |F| = 3.90 eV/A
orbital gap = 8.9634 eV

XYZ file:
```
12
Properties=species:S:1:pos:R:3:nbo_charge:R:1
C -0.449 1.904 1.299 0.15
C -0.526 1.310 -1.075 0.00
C -0.820 0.355 -0.065 -0.27
C 0.209 -0.724 0.028 -0.67
N -0.436 2.912 0.568 -0.27
N -0.296 2.505 -0.798 -0.25
I -2.839 -0.192 -0.088 0.18
H -0.551 1.644 2.357 0.21
H -0.369 0.961 -2.142 0.22
H 1.025 -0.361 -0.710 0.23
H -0.125 -1.769 -0.403 0.23
H 0.632 -0.869 1.033 0.24
```

8.
Here is an isolated ion of composition C4H5INS and charge +1 from the OMol25 dataset. Energies are from wB97M-V/def2-TZVPD.

energy relative to the best compared isomer or geometry (same formula, charge and spin) = 0.0 kJ/mol
energy = -24646.8899 eV
E_HOMO = -13.234 eV
net charge = +1
molar mass = 226.06 Da
max |F| = 5.55 eV/A
orbital gap = 8.7145 eV

XYZ file:
```
12
Properties=species:S:1:pos:R:3:nbo_charge:R:1
C -0.774 0.755 0.046 -0.02
C 0.079 -1.304 -0.163 -0.12
C -2.041 -0.090 -0.035 -0.50
C 1.717 0.412 0.157 -0.44
N 0.378 -0.028 -0.065 -0.26
S -1.579 -1.705 -0.185 0.67
I -3.937 0.647 -0.003 0.40
H -0.916 1.807 0.094 0.26
H 0.790 -1.992 -0.430 0.25
H 2.191 0.442 -0.845 0.25
H 1.920 1.422 0.649 0.27
H 2.173 -0.366 0.781 0.24
```

9.
Here is C4H5IrO4 as an isolated structure from the OMol25 dataset. Energies are from wB97M-V/def2-TZVPD.

energy relative to the best compared isomer or geometry (same formula, charge and spin) = 0.0 kJ/mol
energy = -15232.4100 eV
E_HOMO (alpha / beta) = -19.008 / -20.554 eV
2S+1 = 5
net charge = +2
molar mass = 309.30 Da
max |F| = 5.63 eV/A
orbital gap (alpha / beta) = 9.4849 / 7.7444 eV

XYZ file:
```
14
Properties=species:S:1:pos:R:3:nbo_charge:R:1
O 1.507 -1.239 -0.220 -0.47
C 1.844 2.092 0.201 0.47
O 2.470 2.896 0.675 -0.24
O -0.921 0.893 0.774 -0.57
C -1.843 0.092 0.843 0.51
C -1.814 -1.202 0.091 -0.23
O -0.709 -1.244 -0.769 -0.54
C 0.469 -2.077 -0.401 0.16
Ir 0.532 0.394 -0.530 1.58
H -2.723 0.303 1.474 0.25
H -2.756 -1.294 -0.474 0.31
H -1.814 -2.025 0.827 0.29
H 0.600 -2.776 -1.245 0.27
H 0.183 -2.630 0.514 0.23
```

10.
Here is C4H5LaO2 as an isolated structure from the OMol25 dataset. Energies are from wB97M-V/def2-TZVPD.

energy relative to the best compared isomer or geometry (same formula, charge and spin) = 0.0 kJ/mol
energy = -9172.7160 eV
E_HOMO (alpha / beta) = -11.516 / -12.924 eV
2S+1 = 2
net charge = +1
molar mass = 223.99 Da
max |F| = 1.78 eV/A
orbital gap (alpha / beta) = 6.3612 / 7.7578 eV

XYZ file:
```
12
Properties=species:S:1:pos:R:3:nbo_charge:R:1
H -0.793 4.161 0.030 -0.64
O -1.532 0.317 0.637 -0.83
C -0.290 -1.460 -0.328 0.09
C 1.051 -1.492 0.031 -0.42
C -1.412 -0.775 -0.268 -0.10
C 1.889 -0.384 -0.075 0.28
O 1.494 0.820 -0.324 -0.91
La -0.206 2.191 0.062 2.35
H -2.453 0.504 0.857 0.52
H 2.964 -0.527 0.117 0.19
H -2.291 -0.908 -0.900 0.22
H 1.581 -2.447 0.162 0.26
```